(1)
Density functional theory data (the ωB97M-V functional and the def2-TZVPD basis) for 2 unconnected molecules or ions with the total composition CH2N3O3.

```
9
Properties=species:S:1:pos:R:3:forces:R:3
C -0.893 0.882 -0.474 -0.350 0.390 0.193
N -1.439 1.220 0.477 -0.705 0.693 0.367
N -0.304 0.374 -1.546 0.442 -0.337 -1.188
N 0.507 -0.752 1.211 0.467 0.045 -2.050
O 1.025 -1.144 0.131 1.590 -1.484 -2.193
O -0.472 -1.342 1.646 -3.228 -2.153 2.048
O 1.048 0.161 1.826 1.825 2.799 2.533
H 0.259 -0.433 -1.209 0.129 0.082 0.080
H 0.269 1.033 -2.062 -0.171 -0.034 0.210
```
Positions in Å, forces in eV/Å.

- Energy: -11676.065 eV
- HOMO level (alpha / beta): -0.77 / -5.37 eV
- Energy above the lowest of the compared OMol25 structures with the same formula, charge and spin: 2.2181 eV
- Spin multiplicity: 3
- Gap between HOMO and LUMO (alpha / beta): 4.9 / 8.0 eV
- Total charge: -1

(2)
Density functional theory data (the ωB97M-V functional and the def2-TZVPD basis) for a molecular structure, CH2N4.

```
7
Properties=species:S:1:pos:R:3:forces:R:3
C 0.006 -0.043 -0.163 3.216 -3.488 -0.433
N 1.086 -1.500 -2.773 0.452 -1.020 0.589
N 1.300 -1.731 -1.481 1.034 -0.360 0.748
N 0.221 -0.606 -2.719 -1.302 1.801 0.136
N 0.410 -0.694 -1.173 -0.423 -0.099 -1.107
H -0.694 0.632 -0.386 -2.615 2.842 -0.209
H 0.472 -0.329 0.772 -0.361 0.324 0.275
```
Positions in Å, forces in eV/Å.

- Energy: -7024.082 eV
- HOMO level: -9.21 eV
- Energy above the lowest of the compared OMol25 structures with the same formula, charge and spin: 5.8634 eV
- Spin multiplicity: 1
- Gap between HOMO and LUMO: 8.5 eV
- Total charge: 0

(3)
Density functional theory data (the ωB97M-V functional and the def2-TZVPD basis) for 2 unconnected molecules or ions with the total composition CH2N4.

```
7
Properties=species:S:1:pos:R:3:forces:R:3
C -1.302 -0.055 0.079 1.180 0.803 0.147
N -2.064 -0.973 -0.189 -0.409 0.884 0.496
N 3.123 0.571 0.195 -1.800 -3.373 -2.533
N 2.685 -0.255 -0.424 1.800 3.366 2.530
N -0.534 0.803 0.427 -0.991 -1.756 0.065
H -1.737 -1.797 -0.630 0.252 -0.631 -0.449
H -0.171 1.706 0.542 -0.032 0.707 -0.256
```
Positions in Å, forces in eV/Å.

- Energy: -7029.631 eV
- HOMO level: -9.76 eV
- Energy above the lowest of the compared OMol25 structures with the same formula, charge and spin: 0.3142 eV
- SMILES: N=C=N.N#N
- Spin multiplicity: 1
- Gap between HOMO and LUMO: 10.8 eV
- Total charge: 0

(4)
Density functional theory data (the ωB97M-V functional and the def2-TZVPD basis) for a molecular structure, CH2N4.

```
7
Properties=species:S:1:pos:R:3:forces:R:3
C -0.285 -0.784 0.594 0.859 -3.573 1.547
H -0.571 -1.634 1.373 0.809 2.269 -2.039
H 0.317 1.931 -0.636 -0.808 -2.229 2.229
N 0.141 -1.001 -0.665 -0.398 -5.023 -0.671
N 0.427 0.087 -1.242 -1.639 0.055 1.178
N 0.084 0.917 -0.271 4.242 8.817 -7.108
N -0.113 0.483 0.847 -3.065 -0.315 4.865
```
Positions in Å, forces in eV/Å.

- Energy: -7027.091 eV
- HOMO level: -10.63 eV
- Energy above the lowest of the compared OMol25 structures with the same formula, charge and spin: 2.8544 eV
- Spin multiplicity: 1
- Gap between HOMO and LUMO: 11.6 eV
- Total charge: 0

(5)
Density functional theory data (the ωB97M-V functional and the def2-TZVPD basis) for a single CH2N4O molecule.

```
8
Properties=species:S:1:pos:R:3:forces:R:3
O 2.088 -0.184 -0.345 0.016 -0.745 0.238
C 0.746 0.029 -0.192 0.365 0.629 -0.046
N 0.404 1.231 -0.185 -2.730 -0.454 0.389
N -1.661 0.402 0.095 0.797 -0.204 -0.159
N -1.309 -0.800 0.028 0.956 0.414 0.013
N -0.089 -1.095 -0.090 -0.124 -0.310 -0.045
H 2.515 -0.050 0.514 -0.038 -0.011 -0.243
H -2.694 0.467 0.175 0.759 0.680 -0.147
```
Positions in Å, forces in eV/Å.

- Energy: -9072.220 eV
- HOMO level (alpha / beta): -10.30 / -10.29 eV
- Energy above the lowest of the compared OMol25 structures with the same formula, charge and spin: 4.0783 eV
- Spin multiplicity: 1
- Gap between HOMO and LUMO (alpha / beta): 8.4 / 8.1 eV
- Total charge: 0

(6)
Density functional theory data (the ωB97M-V functional and the def2-TZVPD basis) for a single CH2N4O molecule.

```
8
Properties=species:S:1:pos:R:3:forces:R:3
C 0.046 -0.636 -0.174 0.270 -6.447 -1.269
H -0.347 -2.333 0.582 0.803 0.404 -1.376
H -0.696 2.124 0.567 1.797 -1.470 -0.730
N 0.269 -1.899 -0.174 -2.166 -0.108 2.646
N 0.865 0.049 -0.966 2.045 3.590 -2.201
N 0.744 1.260 -0.603 2.521 -0.456 -2.494
N -0.024 1.296 0.398 -5.048 3.733 3.599
O -0.857 0.139 0.371 -0.220 0.753 1.824
```
Positions in Å, forces in eV/Å.

- Energy: -9072.903 eV
- HOMO level: -9.76 eV
- Energy above the lowest of the compared OMol25 structures with the same formula, charge and spin: 3.3952 eV
- SMILES: [H]/N=c1/nn[nH]o1
- Spin multiplicity: 1
- Gap between HOMO and LUMO: 9.7 eV
- Total charge: 0